1.
The following is a quantum chemistry calculation of a cluster of 2 separate species, C50H44NOSi in total, from the Open Molecules 2025 dataset.

## Properties
LUMO = -5.492 eV
net charge = +1
spin multiplicity = 1

Element x y z (Å)
C (1.67264, -1.71204, 2.57493)
C (2.17136, -0.72083, 3.42659)
C (1.67932, 0.58688, 3.34843)
C (0.70319, 0.91634, 2.39516)
Si (0.14845, 2.68156, 2.19040)
C (-1.49910, 2.64358, 1.32283)
C (-2.69221, 2.73664, 2.05420)
C (-3.92230, 2.51724, 1.42389)
C (-3.97293, 2.23654, 0.05503)
C (-2.79127, 2.18752, -0.69217)
C (-1.55928, 2.40885, -0.05959)
C (0.11371, 3.50413, 3.86360)
C (-0.58639, 2.85840, 4.89847)
C (-0.66765, 3.43023, 6.17389)
C (-0.04223, 4.65480, 6.43611)
C (0.66406, 5.30056, 5.41453)
C (0.74623, 4.72904, 4.13685)
C (1.32881, 3.64678, 1.04031)
C (0.73011, 4.98176, 0.55660)
C (0.97301, 5.04901, -0.95941)
C (1.63472, 3.72846, -1.38159)
N (1.82429, 2.97503, -0.15352)
C (2.48123, 1.79464, -0.15132)
C (2.92600, 1.16336, -1.29223)
C (3.68054, -0.06070, -1.28848)
C (4.28230, -0.53802, -2.48093)
C (5.02049, -1.71287, -2.48368)
C (5.16256, -2.46176, -1.30613)
C (4.57789, -2.00729, -0.11844)
C (3.87437, -0.81022, -0.09954)
C (0.16094, -0.09705, 1.58871)
C (0.66942, -1.39825, 1.65096)
H (2.06415, -2.73215, 2.63077)
H (2.94655, -0.96265, 4.15582)
H (2.05146, 1.35593, 4.03138)
H (-2.65553, 2.97118, 3.12035)
H (-4.84271, 2.56205, 2.00958)
H (-4.93407, 2.05861, -0.43772)
H (-2.81625, 1.97412, -1.76188)
H (-0.63649, 2.37973, -0.64606)
H (-1.07423, 1.89732, 4.70759)
H (-1.22424, 2.91978, 6.95961)
H (-0.10692, 5.10515, 7.43144)
H (1.15042, 6.25743, 5.61099)
H (1.30671, 5.23847, 3.34840)
H (2.15015, 3.82246, 1.75898)
H (-0.34122, 5.05034, 0.79715)
H (1.23410, 5.79148, 1.09713)
H (0.03529, 5.18406, -1.50878)
H (1.63162, 5.88884, -1.20451)
H (0.99210, 3.16814, -2.08189)
H (2.58750, 3.90783, -1.90583)
H (2.63770, 1.35124, 0.84098)
H (2.76301, 1.63442, -2.26403)
H (4.17050, 0.05559, -3.39204)
H (5.49525, -2.05330, -3.40635)
H (5.73782, -3.38658, -1.31598)
H (4.68838, -2.58278, 0.80342)
H (3.45942, -0.43101, 0.83351)
H (-0.66069, 0.13404, 0.90711)
H (0.27544, -2.16087, 0.97639)
C (3.02488, -6.50591, -3.04156)
O (2.93236, -5.06210, -3.13250)
C (1.81240, -4.44640, -2.66396)
C (1.60572, -3.09925, -3.04903)
C (0.41210, -2.47910, -2.76450)
C (-0.61122, -3.16245, -2.06055)
C (-1.89533, -2.56185, -1.84659)
C (-2.79337, -2.86266, -0.75187)
C (-4.03632, -2.17238, -0.99292)
C (-5.12437, -2.33600, -0.14961)
C (-4.97968, -3.17011, 0.96804)
C (-3.75867, -3.81581, 1.23224)
C (-2.65348, -3.65825, 0.38621)
C (-3.90434, -1.43008, -2.23655)
C (-2.58326, -1.67591, -2.76351)
C (-2.25078, -1.19902, -4.03126)
C (-3.19268, -0.43062, -4.72776)
C (-4.46589, -0.16720, -4.19163)
C (-4.83506, -0.68076, -2.94031)
C (-0.36028, -4.48560, -1.62353)
C (0.84300, -5.11543, -1.88180)
H (3.92785, -6.74480, -3.60302)
H (3.13055, -6.83049, -1.99636)
H (2.15642, -7.00658, -3.49727)
H (2.38959, -2.58314, -3.60238)
H (0.24316, -1.45077, -3.08310)
H (-6.06047, -1.82424, -0.38265)
H (-5.82512, -3.31733, 1.64002)
H (-3.67048, -4.45478, 2.11001)
H (-1.70149, -4.13584, 0.60999)
H (-1.28716, -1.43965, -4.47319)
H (-2.93684, -0.03747, -5.71137)
H (-5.18153, 0.42912, -4.75827)
H (-5.82377, -0.51534, -2.50653)
H (-1.14781, -5.04532, -1.12188)
H (1.02387, -6.13768, -1.54107)

Forces on atoms 1 to 2 (eV/Å):
C -0.06 0.12 -0.09
C -0.10 0.04 0.01

Löwdin charges in e: atom 1 (C): -0.096, atom 2 (C): -0.079, atom 3 (C): -0.086, atom 4 (C): -0.257, atom 5 (Si): 0.738, atom 6 (C): -0.248, atom 7 (C): -0.071, atom 8 (C): -0.077, atom 9 (C): -0.093, atom 10 (C): -0.082, atom 11 (C): -0.092, atom 12 (C): -0.244, atom 13 (C): -0.109, atom 14 (C): -0.076, atom 15 (C): -0.077, atom 16 (C): -0.074, atom 17 (C): -0.076, atom 18 (C): -0.301, atom 19 (C): -0.160, atom 20 (C): -0.139, atom 21 (C): -0.167, atom 22 (N): -0.131, atom 23 (C): -0.085, atom 24 (C): -0.060, atom 25 (C): -0.239, atom 26 (C): -0.066, atom 27 (C): -0.112, atom 28 (C): -0.109, atom 29 (C): -0.090, atom 30 (C): -0.040, atom 31 (C): -0.076, atom 32 (C): -0.081, atom 33 (H): 0.107, atom 34 (H): 0.109, atom 35 (H): 0.112, atom 36 (H): 0.096, atom 37 (H): 0.105, atom 38 (H): 0.100, atom 39 (H): 0.097, atom 40 (H): 0.098, atom 41 (H): 0.109, atom 42 (H): 0.105, atom 43 (H): 0.109, atom 44 (H): 0.106, atom 45 (H): 0.090, atom 46 (H): 0.114, atom 47 (H): 0.104, atom 48 (H): 0.107, atom 49 (H): 0.109, atom 50 (H): 0.110, atom 51 (H): 0.112, atom 52 (H): 0.126, atom 53 (H): 0.112, atom 54 (H): 0.088, atom 55 (H): 0.109, atom 56 (H): 0.104, atom 57 (H): 0.096, atom 58 (H): 0.101, atom 59 (H): 0.084, atom 60 (H): 0.094, atom 61 (H): 0.087, atom 62 (C): -0.035, atom 63 (O): -0.054, atom 64 (C): -0.215, atom 65 (C): 0.045, atom 66 (C): 0.014, atom 67 (C): -0.146, atom 68 (C): 0.039, atom 69 (C): -0.095, atom 70 (C): -0.092, atom 71 (C): 0.017, atom 72 (C): -0.023, atom 73 (C): -0.039, atom 74 (C): 0.007, atom 75 (C): -0.097, atom 76 (C): -0.091, atom 77 (C): 0.018, atom 78 (C): -0.043, atom 79 (C): -0.028, atom 80 (C): 0.009, atom 81 (C): 0.011, atom 82 (C): 0.023, atom 83 (H): 0.100, atom 84 (H): 0.099, atom 85 (H): 0.105, atom 86 (H): 0.126, atom 87 (H): 0.122, atom 88 (H): 0.124, atom 89 (H): 0.119, atom 90 (H): 0.115, atom 91 (H): 0.111, atom 92 (H): 0.113, atom 93 (H): 0.115, atom 94 (H): 0.119, atom 95 (H): 0.124, atom 96 (H): 0.117, atom 97 (H): 0.119


2.
The following is a quantum chemistry calculation of a structure of composition C50H47ClN7O6S4W, from the Open Molecules 2025 dataset.

## Properties
LUMO (alpha / beta) = -2.850 / -4.354 eV
net charge = +1
spin multiplicity = 3

Element x y z (Å)
W (0.30625, -0.99367, -0.17908)
N (0.54984, -0.54457, 1.67577)
S (0.11724, 0.71616, 2.53796)
N (-0.99318, 2.44821, 0.59509)
S (-1.75763, 1.82617, -0.59740)
N (-1.13156, 1.69723, -2.09525)
S (-0.23095, 0.59505, -2.80364)
N (0.22972, -0.69563, -2.17200)
C (-1.22815, 0.23861, -4.22129)
C (-1.34357, -1.08930, -4.59738)
C (-2.16344, -1.40637, -5.67096)
C (-2.84523, -0.40317, -6.34260)
C (-2.72846, 0.92494, -5.94090)
C (-1.91986, 1.25836, -4.86778)
C (1.17091, 1.47445, -3.45742)
C (2.38240, 0.79653, -3.46321)
C (3.50713, 1.45151, -3.94500)
C (3.40523, 2.75249, -4.41996)
C (2.17890, 3.41101, -4.41834)
C (1.05018, 2.77415, -3.93328)
C (-2.42383, 3.51700, -0.90174)
C (-1.80682, 4.39979, -1.78087)
C (-2.32324, 5.67665, -1.95305)
C (-3.43994, 6.08064, -1.23561)
C (-4.03325, 5.21015, -0.32939)
C (-3.52473, 3.93307, -0.15512)
C (-3.36808, 1.00485, -0.52319)
C (-4.00226, 0.72951, -1.72410)
C (-5.16481, -0.02874, -1.69822)
C (-5.66867, -0.49096, -0.48938)
C (-5.01564, -0.19379, 0.70181)
C (-3.84364, 0.54483, 0.68999)
C (1.59606, 1.48494, 3.15766)
C (1.66268, 2.86873, 3.10937)
C (2.83008, 3.49001, 3.53374)
C (3.90338, 2.72209, 3.96731)
C (3.81785, 1.33163, 3.99304)
C (2.65380, 0.69890, 3.59080)
C (-0.51664, 0.04404, 4.07553)
C (-1.16269, -1.18285, 4.04691)
C (-1.72790, -1.66910, 5.21821)
C (-1.66827, -0.92260, 6.38526)
C (-1.05022, 0.32222, 6.38687)
C (-0.47025, 0.81791, 5.22937)
H (-0.81041, -1.84820, -4.03698)
H (-2.27513, -2.43829, -5.97702)
H (-3.47956, -0.65595, -7.18344)
H (-3.27805, 1.70151, -6.45724)
H (-1.84940, 2.28133, -4.52019)
H (2.43329, -0.20620, -3.06182)
H (4.46471, 0.94485, -3.94542)
H (4.28651, 3.25880, -4.79521)
H (2.10229, 4.42315, -4.79485)
H (0.09798, 3.28767, -3.90356)
H (-0.92179, 4.08420, -2.31332)
H (-1.84608, 6.36139, -2.64388)
H (-3.84352, 7.07636, -1.37456)
H (-4.89128, 5.52951, 0.24864)
H (-3.98771, 3.26540, 0.55992)
H (-3.59487, 1.09916, -2.65722)
H (-5.67141, -0.26129, -2.62680)
H (-6.57312, -1.08562, -0.47223)
H (-5.41600, -0.54673, 1.64466)
H (-3.30248, 0.74970, 1.60806)
H (0.82096, 3.44081, 2.72835)
H (2.90275, 4.57054, 3.51805)
H (4.82232, 3.20872, 4.27339)
H (4.66248, 0.73696, 4.31957)
H (2.57422, -0.38224, 3.58782)
H (-1.23996, -1.73237, 3.11871)
H (-2.22442, -2.63244, 5.21188)
H (-2.11221, -1.30552, 7.29564)
H (-1.01659, 0.91427, 7.29298)
H (0.01633, 1.78565, 5.23341)
O (3.32468, -1.45144, 1.36872)
C (3.13232, -0.65968, 0.49279)
O (2.25623, -0.85696, -0.52626)
C (3.84647, 0.64446, 0.42181)
C (5.19056, 0.67511, 0.74294)
C (5.91072, 1.86027, 0.65201)
C (5.27432, 3.03134, 0.25586)
C (3.92500, 3.01715, -0.04914)
C (3.19006, 1.82351, 0.01307)
S (1.51674, 1.91784, -0.43013)
H (5.66810, -0.24581, 1.05661)
H (6.96717, 1.86908, 0.88808)
H (5.83126, 3.95734, 0.18961)
H (3.41697, 3.92586, -0.35503)
O (-1.66576, -2.35988, -1.14523)
Cl (-2.38894, -2.85361, 0.07437)
O (-1.68644, -2.10031, 1.16898)
O (-2.09708, -4.27669, 0.24712)
O (-1.14167, 0.06062, -0.24673)
C (0.38062, -5.67073, 3.17463)
C (-0.07235, -4.23073, 3.27268)
N (0.57192, -3.47343, 2.21090)
C (0.65820, -3.93094, 0.95760)
N (0.84145, -3.04907, -0.03945)
C (1.11385, -3.55195, -1.40204)
C (1.73346, -4.92570, -1.36499)
C (0.81181, -5.81928, -0.57296)
N (0.68380, -5.26556, 0.77038)
C (0.09236, -6.16138, 1.77099)
H (-0.14315, -6.29127, 3.90123)
H (1.45273, -5.73085, 3.37458)
H (0.21177, -3.78762, 4.22567)
H (-1.16130, -4.16670, 3.17005)
H (0.58223, -2.47015, 2.29112)
H (1.77297, -2.84399, -1.89069)
H (0.17845, -3.58274, -1.95476)
H (2.71098, -4.88511, -0.87897)
H (1.86437, -5.30105, -2.37962)
H (1.22345, -6.82241, -0.47246)
H (-0.17171, -5.89310, -1.04787)
H (0.52013, -7.14984, 1.61251)
H (-0.98542, -6.22077, 1.59612)

Forces on atoms 1 to 2 (eV/Å):
W -0.64 -0.56 1.34
N 0.47 -0.49 -1.73

Löwdin atomic charge list, values in e, 99 entries: atom 1 (W): 1.793, atom 2 (N): -0.487, atom 3 (S): 1.063, atom 4 (N): -0.203, atom 5 (S): 0.715, atom 6 (N): -0.378, atom 7 (S): 0.817, atom 8 (N): -0.398, atom 9 (C): -0.297, atom 10 (C): -0.047, atom 11 (C): -0.055, atom 12 (C): -0.061, atom 13 (C): -0.058, atom 14 (C): -0.074, atom 15 (C): -0.344, atom 16 (C): -0.073, atom 17 (C): -0.052, atom 18 (C): -0.056, atom 19 (C): -0.052, atom 20 (C): -0.070, atom 21 (C): -0.286, atom 22 (C): -0.068, atom 23 (C): -0.070, atom 24 (C): -0.074, atom 25 (C): -0.065, atom 26 (C): -0.063, atom 27 (C): -0.310, atom 28 (C): -0.041, atom 29 (C): -0.051, atom 30 (C): -0.066, atom 31 (C): -0.064, atom 32 (C): -0.078, atom 33 (C): -0.417, atom 34 (C): -0.089, atom 35 (C): -0.061, atom 36 (C): -0.058, atom 37 (C): -0.052, atom 38 (C): -0.067, atom 39 (C): -0.347, atom 40 (C): -0.085, atom 41 (C): -0.064, atom 42 (C): -0.065, atom 43 (C): -0.060, atom 44 (C): -0.065, atom 45 (H): 0.103, atom 46 (H): 0.113, atom 47 (H): 0.111, atom 48 (H): 0.113, atom 49 (H): 0.106, atom 50 (H): 0.100, atom 51 (H): 0.115, atom 52 (H): 0.112, atom 53 (H): 0.114, atom 54 (H): 0.090, atom 55 (H): 0.077, atom 56 (H): 0.107, atom 57 (H): 0.108, atom 58 (H): 0.110, atom 59 (H): 0.108, atom 60 (H): 0.105, atom 61 (H): 0.112, atom 62 (H): 0.109, atom 63 (H): 0.114, atom 64 (H): 0.120, atom 65 (H): 0.113, atom 66 (H): 0.113, atom 67 (H): 0.112, atom 68 (H): 0.117, atom 69 (H): 0.117, atom 70 (H): 0.056, atom 71 (H): 0.112, atom 72 (H): 0.111, atom 73 (H): 0.113, atom 74 (H): 0.113, atom 75 (O): 0.113, atom 76 (C): -0.555, atom 77 (O): -0.304, atom 78 (C): -0.151, atom 79 (C): -0.007, atom 80 (C): -0.044, atom 81 (C): -0.061, atom 82 (C): -0.097, atom 83 (C): -0.527, atom 84 (S): 0.933, atom 85 (H): 0.130, atom 86 (H): 0.113, atom 87 (H): 0.112, atom 88 (H): 0.107, atom 89 (O): -0.531, atom 90 (Cl): 0.961, atom 91 (O): -0.549, atom 92 (O): -0.428, atom 93 (O): -0.665, atom 94 (C): -0.143, atom 95 (C): -0.170, atom 96 (N): 0.101, atom 97 (C): -0.355, atom 98 (N): -0.079, atom 99 (C): -0.225


Record order is preserved below.
Relative energy (zero: lowest compared OMol25 entry of this formula, charge and spin): 0.000 0.637 eV